{
  "formula": "C15H13FN4",
  "method": "ωB97M-V with the def2-TZVPD basis set",
  "species": ["H", "C", "H", "H", "C", "N", "C", "H", "C", "C", "F", "H", "N", "H", "H", "C", "H", "C", "N", "H", "C", "H", "H", "C", "H", "C", "H", "C", "C", "C", "C", "N", "C"],
  "positions_angstrom": [[3.381, -1.421, 2.365], [3.846, 1.350, 1.231], [-0.251, -2.225, -0.856], [4.502, 0.963, 0.454], [0.464, -1.963, -0.109], [-1.911, 1.767, 0.146], [-2.151, 1.335, -1.117], [2.478, 3.343, 3.424], [-0.577, 1.427, 0.627], [2.554, -1.480, 1.747], [0.574, -4.235, 0.295], [-1.573, -0.798, -1.457], [2.567, 0.835, 1.599], [-0.744, 0.962, 1.631], [0.030, 2.252, 0.859], [1.961, -0.414, 1.172], [2.526, -3.683, 1.750], [0.885, -0.608, 0.151], [-3.103, 1.925, -1.692], [-3.001, 3.178, 1.288], [-3.581, 2.823, -0.727], [-4.539, 3.434, -0.794], [-0.688, 0.350, -2.622], [-2.825, 2.684, 0.419], [0.815, 1.032, -1.159], [0.115, 0.491, -0.541], [4.813, 3.098, 1.701], [1.122, -3.016, 0.511], [2.798, 2.539, 2.814], [3.944, 2.492, 1.890], [-1.138, 0.253, -1.537], [2.011, 1.529, 2.636], [2.159, -2.756, 1.363]],
  "nbo_charge": [0.228, -0.048, 0.227, 0.233, -0.264, -0.348, 0.345, 0.209, -0.197, -0.177, -0.319, 0.224, -0.229, 0.214, 0.214, 0.129, 0.227, 0.029, -0.457, 0.212, -0.100, 0.212, 0.235, -0.098, 0.227, -0.239, 0.232, 0.406, -0.040, -0.336, -0.426, -0.235, -0.288],
  "gap_ev": 9.191,
  "smiles": "Fc1ccc(-n2cccn2)c([C@H]2Cc3nccn3C2)c1",
  "e_homo_ev": -8.492,
  "spin_multiplicity": 1,
  "charge": 0
}

***

{
  "formula": "C15H14BN3O9",
  "method": "ωB97M-V with the def2-TZVPD basis set",
  "species": ["H", "O", "O", "H", "C", "H", "N", "B", "N", "H", "H", "H", "O", "C", "O", "N", "H", "C", "C", "C", "C", "H", "H", "H", "H", "C", "C", "C", "O", "C", "O", "C", "O", "C", "H", "O", "O", "C", "C", "H", "C", "H"],
  "positions_angstrom": [[-3.625, -4.060, -4.234], [5.190, 1.178, 0.522], [-2.745, 4.458, 1.152], [3.857, 0.052, -1.139], [0.850, 2.439, -0.706], [3.780, -5.833, -3.278], [4.257, 1.932, 0.714], [-2.327, -4.474, -2.854], [-1.783, 3.952, 1.690], [-0.153, -4.010, -1.671], [1.825, -0.247, -2.526], [-0.337, 1.154, 5.034], [-3.611, -4.221, -3.283], [0.796, 1.411, -1.640], [2.014, -2.870, -2.445], [-0.094, -3.790, -2.663], [-1.953, -6.374, -2.611], [2.569, -4.008, -2.819], [-1.173, 1.605, 4.517], [3.013, 0.715, -1.025], [-0.940, 2.461, 3.453], [2.031, 3.408, 0.799], [-4.560, 1.689, 4.567], [0.013, 3.108, -0.585], [0.067, 2.681, 3.132], [-2.025, 3.030, 2.811], [3.100, -5.050, -3.055], [-2.473, 1.330, 4.918], [0.374, -1.629, -3.340], [3.047, 1.746, -0.103], [-2.024, -5.574, -2.083], [-3.328, 2.766, 3.191], [-1.379, -3.526, -3.175], [1.983, 2.612, 0.071], [-0.088, 1.279, -2.249], [-0.627, 4.148, 1.367], [4.254, 2.829, 1.534], [1.874, 0.549, -1.799], [0.704, -2.662, -2.863], [-2.650, 0.664, 5.752], [-3.548, 1.907, 4.255], [-4.155, 3.222, 2.669]],
  "nbo_charge": [0.502, -0.380, -0.369, 0.246, -0.232, 0.245, 0.532, 1.270, 0.522, 0.395, 0.241, 0.225, -0.902, -0.171, -0.490, -0.355, 0.511, 0.294, -0.207, -0.195, -0.209, 0.244, 0.223, 0.234, 0.252, 0.083, -0.335, -0.177, -0.523, -0.003, -0.936, -0.211, -0.539, -0.146, 0.221, -0.390, -0.381, -0.221, 0.872, 0.221, -0.209, 0.250],
  "gap_ev": 9.112,
  "smiles": "O=[N+]([O-])c1ccccc1.O=[N+]([O-])c1ccccc1.C#COC(=O)NOB(O)O",
  "e_homo_ev": -9.701,
  "spin_multiplicity": 1,
  "charge": 0
}

***

{
  "formula": "C15H14CeN2O2S2",
  "method": "ωB97M-V with the def2-TZVPD basis set",
  "species": ["O", "C", "H", "C", "C", "H", "H", "H", "C", "H", "C", "C", "Ce", "O", "H", "N", "C", "S", "H", "C", "H", "H", "S", "H", "C", "H", "N", "C", "H", "C", "H", "C", "C", "C", "H", "C"],
  "positions_angstrom": [[2.593, -0.487, 1.861], [-0.938, -2.039, -1.671], [2.272, -2.130, -2.755], [0.674, -0.265, 4.784], [-0.845, -0.079, 2.872], [-1.384, 2.338, -1.484], [-2.505, -1.165, 5.670], [0.598, -0.726, -4.383], [-0.791, 0.250, 1.459], [-2.885, -0.677, 3.220], [-0.066, 2.518, -3.480], [0.324, -1.234, -3.459], [0.639, 0.049, -1.272], [2.110, 1.861, 2.616], [2.745, 1.562, -2.515], [1.844, 1.360, -1.836], [-0.989, -1.244, -2.869], [-1.996, 0.264, 0.289], [-2.142, 1.734, -3.162], [0.432, -0.002, 3.445], [0.383, 3.196, -5.675], [1.893, 2.660, -4.541], [1.665, 0.496, 2.270], [-1.871, -0.757, -3.276], [0.740, 2.682, -4.620], [1.685, -0.136, 5.170], [0.486, 0.533, 1.051], [1.201, -1.996, -2.603], [-0.219, -0.967, 6.625], [-1.681, -0.827, 5.028], [0.782, -3.080, -0.654], [-1.103, 2.301, -2.846], [-0.394, -0.704, 5.580], [-1.904, -0.537, 3.679], [-1.776, -2.264, -1.029], [0.421, -2.488, -1.489]],
  "mulliken_charge": [-0.605, -0.688, 0.464, -0.586, 0.125, 0.163, 0.368, 0.467, 0.639, 0.419, 0.677, -0.438, 0.468, -0.616, 0.161, -0.394, -0.392, -0.401, 0.165, 0.379, 0.224, 0.191, 1.061, 0.524, -0.840, 0.421, -0.335, -0.585, 0.374, -0.529, 0.534, -0.437, -0.446, -0.591, 0.633, -0.573],
  "gap_ev": [7.341, 7.340],
  "e_homo_ev": [-8.290, -8.289],
  "spin_multiplicity": 1,
  "charge": 0
}

***

{
  "formula": "C15H14I2O2PYb",
  "method": "ωB97M-V with the def2-TZVPD basis set",
  "species": ["H", "C", "C", "C", "I", "C", "H", "H", "H", "C", "Yb", "H", "H", "C", "C", "C", "O", "C", "H", "C", "I", "H", "H", "C", "C", "C", "O", "C", "H", "H", "H", "H", "H", "C", "P"],
  "positions_angstrom": [[0.596, 3.809, 0.552], [-2.307, 2.128, -0.148], [-0.727, -0.514, 0.828], [-0.480, 3.659, 0.420], [2.731, -2.871, -2.726], [-3.213, 3.081, 0.265], [3.757, -5.332, -2.062], [-3.498, 4.996, 1.337], [1.919, -5.526, -1.892], [-2.771, 4.285, 0.946], [1.690, -2.235, 0.189], [-4.280, 2.882, 0.093], [-0.117, -0.815, -2.621], [1.656, 1.602, 0.591], [2.852, -4.927, -1.704], [-0.332, -0.194, -0.498], [2.981, -0.262, -0.114], [-0.913, 2.457, -0.135], [-1.157, -3.895, 0.286], [-0.967, -2.853, 0.094], [2.994, -5.126, 0.491], [2.524, 2.170, 0.172], [-1.146, -2.213, 2.170], [-1.045, -1.852, 1.115], [-0.418, -1.112, -1.572], [-1.416, 4.520, 1.020], [2.035, -0.631, 1.907], [-0.555, -2.483, -1.214], [-1.016, 5.474, 1.427], [-2.486, 1.124, -0.549], [1.314, 2.104, 1.532], [-0.596, 0.205, 1.648], [-0.330, -3.236, -1.983], [2.284, 0.139, 0.918], [0.439, 1.440, -0.784]],
  "mulliken_spin": [0.000, 0.000, -0.001, 0.000, -0.001, 0.000, 0.000, 0.000, 0.000, 0.000, 1.005, 0.000, 0.000, 0.000, 0.000, 0.001, 0.001, 0.000, 0.000, -0.001, -0.002, 0.000, 0.000, 0.001, -0.004, 0.000, 0.001, 0.001, 0.000, 0.000, 0.000, 0.000, 0.000, -0.002, 0.000],
  "gap_ev": [5.382, 4.464],
  "s_squared": 0.751,
  "e_homo_ev": [-13.826, -13.826],
  "spin_multiplicity": 2,
  "charge": 2
}

***

{
  "formula": "C15H15B11Br6MgN6O2S3Sb",
  "method": "ωB97M-V with the def2-TZVPD basis set",
  "species": ["B", "N", "N", "H", "H", "N", "N", "C", "S", "Mg", "B", "H", "C", "C", "Br", "B", "B", "C", "H", "H", "C", "C", "B", "C", "Br", "C", "H", "H", "C", "Br", "O", "C", "H", "N", "S", "Sb", "C", "B", "C", "H", "S", "H", "N", "B", "O", "B", "Br", "H", "H", "B", "B", "B", "H", "C", "C", "H", "H", "Br", "Br", "C"],
  "positions_angstrom": [[-3.507, -0.885, -0.228], [2.385, 1.393, 0.433], [-0.277, -0.221, 4.118], [-1.017, -1.392, -3.334], [-5.599, -2.926, -2.923], [2.284, -2.083, 1.079], [3.176, -4.279, 2.525], [3.100, -2.981, 0.539], [5.219, -0.367, -0.369], [1.307, -0.374, 0.228], [-4.817, -0.428, -2.762], [3.406, 6.919, -0.315], [2.383, 2.114, 1.647], [0.942, -1.339, 2.884], [-3.477, -0.564, 1.711], [-3.038, -2.758, -2.397], [-5.075, -1.056, -1.091], [-3.570, -1.449, -3.349], [1.985, -3.590, 4.065], [-2.740, -3.805, -2.847], [3.186, 5.963, 0.143], [1.888, -2.299, 2.341], [-2.241, -1.910, -1.030], [3.169, 4.819, -0.652], [-4.408, -3.988, 0.333], [3.557, -4.068, 1.270], [-5.655, 0.013, -3.462], [-1.030, 1.115, 2.627], [2.332, -3.409, 3.056], [-4.492, 2.203, -0.796], [2.269, 1.627, 2.743], [2.636, 3.554, 1.337], [2.482, 4.613, 3.195], [0.346, -0.420, 2.072], [1.745, -1.130, -2.151], [3.778, -0.075, -2.104], [2.928, 5.897, 1.506], [-2.286, -0.142, -1.348], [-0.409, 0.276, 2.885], [3.381, -2.846, -0.493], [4.787, 0.406, -4.110], [-0.732, 0.075, 4.964], [0.578, -1.251, 4.139], [-2.001, -1.295, -2.692], [2.965, 1.939, -1.742], [-4.787, -2.232, -2.427], [-0.756, -2.710, -0.002], [2.930, 6.806, 2.093], [-2.832, 0.963, -3.721], [-3.960, -2.516, -0.864], [-4.011, 0.411, -1.397], [-3.094, 0.132, -2.928], [3.379, 4.864, -1.712], [2.742, 2.242, -0.537], [2.662, 4.679, 2.130], [4.244, -4.782, 0.835], [-3.586, -1.256, -2.257], [-6.790, -0.909, -0.176], [-0.863, 1.088, -0.656], [2.874, 3.627, -0.027]],
  "mulliken_spin": [0.000, -0.003, 0.000, 0.000, 0.000, 0.002, 0.000, 0.003, 0.083, -0.010, 0.000, 0.000, 0.003, -0.001, 0.000, 0.000, 0.000, 0.000, 0.000, 0.000, 0.000, 0.002, 0.002, 0.000, 0.000, 0.001, 0.000, 0.000, 0.000, 0.000, 0.000, -0.002, 0.000, 0.000, 0.026, -0.056, 0.000, 0.001, 0.000, -0.003, 0.952, 0.000, 0.000, 0.000, 0.006, 0.000, 0.001, 0.000, 0.000, -0.001, 0.000, 0.000, 0.000, -0.007, 0.000, 0.000, 0.000, 0.000, -0.001, 0.002],
  "gap_ev": [7.936, 5.380],
  "s_squared": 0.755,
  "e_homo_ev": [-9.400, -9.400],
  "relative_energy_ev": 5.659,
  "spin_multiplicity": 2,
  "charge": 0
}

***

{
  "formula": "C15H15BCl2N4O2OsS2",
  "method": "ωB97M-V with the def2-TZVPD basis set",
  "species": ["S", "C", "H", "Cl", "Os", "C", "C", "C", "N", "C", "B", "H", "C", "C", "H", "C", "C", "H", "O", "H", "H", "H", "C", "N", "O", "H", "N", "C", "Cl", "C", "H", "S", "H", "C", "H", "H", "C", "N", "C", "H", "H", "H"],
  "positions_angstrom": [[-2.198, 0.440, -0.224], [-0.106, 1.193, 3.589], [-3.818, -1.998, -4.133], [-0.124, 4.730, 6.381], [0.009, 0.228, 0.366], [0.015, 3.586, 4.075], [-0.187, 0.971, 5.088], [0.113, 2.975, 1.787], [1.338, -1.665, -1.882], [-2.268, -0.605, -1.630], [-0.074, -1.868, -1.273], [1.374, -3.322, -3.334], [-1.805, -2.120, -3.148], [0.076, 2.556, 3.165], [0.019, 4.607, 3.722], [-4.696, -0.241, -2.210], [-0.179, 2.028, 5.975], [5.203, -0.850, -0.839], [0.047, 2.291, 0.764], [5.465, -1.234, -2.550], [-1.198, -2.801, -3.705], [-0.219, 1.901, 7.065], [2.313, -0.888, -1.410], [3.470, -1.173, -2.089], [-0.168, 0.257, 2.772], [-4.841, 0.556, -2.940], [-1.270, -1.353, -2.106], [-3.099, -1.740, -3.347], [-0.260, -0.601, 5.710], [4.811, -0.653, -1.870], [-5.442, -1.022, -2.443], [2.240, 0.241, -0.171], [0.145, 4.083, 1.602], [3.207, -2.160, -2.984], [-0.280, -3.020, -1.016], [-4.860, 0.183, -1.209], [1.890, -2.479, -2.861], [-3.381, -0.820, -2.364], [-0.076, 3.331, 5.436], [-0.005, -1.390, 0.016], [3.977, -2.551, -3.603], [4.842, 0.399, -2.169]],
  "mulliken_spin": [0.156, 0.086, 0.001, 0.096, 2.606, 0.075, 0.214, -0.007, 0.026, -0.029, -0.031, 0.002, 0.016, 0.060, -0.004, 0.004, -0.108, 0.000, -0.017, 0.000, 0.002, 0.000, -0.021, 0.028, 0.284, 0.000, 0.028, 0.001, 0.062, 0.004, 0.001, 0.150, 0.000, 0.005, -0.003, 0.002, 0.021, 0.020, 0.250, 0.018, 0.001, 0.001],
  "gap_ev": [7.098, 5.444],
  "s_squared": 6.048,
  "e_homo_ev": [-13.847, -14.259],
  "relative_energy_ev": 0.000,
  "spin_multiplicity": 5,
  "charge": 2
}